Density functional theory data (the ωB97M-V functional and the def2-TZVPD basis) for a 21-piece molecular cluster, C18H74N2O21 overall.

Atoms and positions in Å:
C: 1.770094 0.482776 -1.806689
C: 0.591842 0.110517 -0.929174
C: 0.178914 1.238116 -0.025052
C: -0.746683 2.192451 -0.676515
C: -1.975227 1.498559 -1.231632
C: -1.632430 0.311127 -2.183648
N: -0.566630 -0.507002 -1.581204
O: -0.113018 -1.580715 -2.377326
C: -1.228941 0.980034 -3.539657
C: -2.931814 -0.488632 -2.282161
C: 1.090635 -0.843970 0.169970
H: 2.561891 1.096258 -1.376815
H: 1.566710 0.985861 -2.752016
H: 2.307772 -0.435849 -2.041482
H: 1.066442 1.810398 0.244934
H: -0.263837 0.911106 0.915758
H: -0.173439 2.845396 -1.334659
H: -1.150415 2.875087 0.071222
H: -2.643445 2.219117 -1.703203
H: -2.506361 1.094752 -0.369704
H: -2.022773 1.624134 -3.917901
H: -0.996925 0.148099 -4.204615
H: -0.389178 1.662668 -3.409665
H: -2.982487 -1.357920 -2.937818
H: -3.829931 0.074839 -2.535115
H: -3.164492 -0.967038 -1.330798
H: 1.451778 -1.806411 -0.192487
H: 0.299763 -1.068130 0.885777
H: 1.963860 -0.376699 0.625192
C: 1.452509 -2.329312 3.816231
C: 2.388957 -1.246493 4.407105
C: 1.673082 0.038762 3.990607
C: 2.037608 1.261685 4.728349
C: 1.980808 1.073439 6.358156
C: 2.661657 -0.171531 6.817778
N: 2.533266 -1.378100 5.906879
O: 3.038044 -2.644794 6.355612
C: 2.062160 -0.297499 8.304320
C: 4.159393 0.052121 7.100952
C: 3.722635 -1.139172 3.654159
H: 1.446119 -2.207878 2.733043
H: 0.472866 -2.347839 4.293786
H: 1.821237 -3.350450 3.913307
H: 0.611900 -0.011897 4.234398
H: 1.691667 0.209880 2.914283
H: 1.467778 2.100496 4.328625
H: 3.079254 1.514214 4.530090
H: 0.950543 0.899019 6.668370
H: 2.286340 1.994497 6.854545
H: 0.972364 -0.300024 8.283618
H: 2.341267 0.615346 8.830543
H: 2.421820 -1.229541 8.740231
H: 4.735094 -0.796707 7.469953
H: 4.414611 0.733137 7.912858
H: 4.654917 0.342228 6.174462
H: 4.192437 -2.122130 3.619654
H: 4.469673 -0.451016 4.049732
H: 3.696588 -0.755636 2.634192
O: -2.442555 -1.207903 1.150039
H: -2.101922 -0.950569 0.293317
H: -2.290808 -2.151930 1.194952
O: -4.271996 1.923792 -5.290245
H: -4.572931 2.622422 -4.709217
H: -3.415217 2.219780 -5.597754
O: -4.895418 -3.538499 -1.461594
H: -4.003655 -3.392836 -1.777449
H: -4.909554 -4.458759 -1.198618
O: 1.328483 5.292319 -0.527278
H: 1.530415 4.735767 0.224845
H: 2.111389 5.247354 -1.076170
O: 3.962894 -2.031155 -1.755806
H: 3.475477 -1.712867 -0.995962
H: 4.357825 -1.245463 -2.133891
O: 3.616500 1.528380 1.293854
H: 3.862542 1.016026 2.064038
H: 4.055523 1.090970 0.564360
O: -3.749590 2.200014 1.467402
H: -3.334827 1.716379 2.181741
H: -3.036113 2.384730 0.856616
O: 0.051089 -0.809926 -7.130039
H: -0.470549 -1.443977 -6.637995
H: 0.840192 -0.687294 -6.602302
O: 1.505433 -1.081082 -4.760595
H: 1.048173 -1.605114 -4.102918
H: 1.576834 -0.211363 -4.367265
O: -6.690487 0.993544 -3.637981
H: -6.095131 1.010243 -4.387318
H: -6.507371 0.159996 -3.204518
O: -5.265121 -1.717667 0.636197
H: -5.368060 -2.448684 0.026900
H: -4.340119 -1.480035 0.571837
O: 4.356721 -0.280220 -3.717003
H: 3.544715 -0.587335 -4.120197
H: 4.333167 0.670678 -3.824149
O: -5.596685 3.129959 -1.250480
H: -4.996500 3.875603 -1.246194
H: -5.726995 2.921460 -0.325395
O: 2.810860 2.084653 -4.774747
H: 2.925198 1.805117 -5.683058
H: 2.341569 2.916598 -4.836947
O: 1.868713 3.711482 1.568007
H: 2.454973 3.004145 1.299284
H: 1.486235 3.406634 2.390824
O: 1.983033 -3.727938 -2.747072
H: 2.737298 -3.140664 -2.697689
H: 1.227909 -3.143570 -2.814515
O: -1.750989 -2.084633 -5.709467
H: -1.755780 -1.512448 -4.942127
H: -2.083555 -2.922068 -5.386456
O: -6.503521 -1.133118 -2.101943
H: -6.912382 -0.814488 -1.297250
H: -6.087979 -1.957713 -1.849764
O: -2.061996 -3.625442 -1.433882
H: -1.643492 -4.425878 -1.750728
H: -1.480133 -2.921136 -1.719591

Forces on the atoms, in the same order (eV/Å):
0.879 -0.542 -0.987
-0.481 -0.448 1.458
-0.042 1.409 0.165
-0.831 1.107 0.054
0.758 -0.688 -0.108
0.057 1.689 -0.337
-0.082 -0.305 0.743
-0.760 -0.292 -0.472
-0.313 -0.702 0.626
-0.487 -0.905 -0.065
0.759 -1.231 -0.728
-0.268 0.327 0.733
-0.441 -0.045 0.077
-0.337 0.009 -0.415
0.097 -0.264 0.141
-0.134 -0.395 -0.038
-0.302 -0.076 -0.573
0.262 0.421 0.275
-0.110 -0.197 -0.241
-0.173 -0.183 -0.011
-0.290 -0.428 -0.119
0.274 0.477 -0.407
0.306 -0.334 0.025
0.675 0.081 -0.554
0.246 0.534 -0.033
0.097 0.279 0.319
-0.155 -0.186 -0.439
0.122 0.202 0.065
-0.080 0.188 0.495
1.273 -1.050 0.292
-0.778 0.672 -0.835
-1.930 0.264 1.174
1.796 0.959 2.248
-1.577 0.343 -3.725
1.540 -0.697 2.987
1.117 -3.306 0.925
-1.963 5.308 -1.582
-0.094 -1.144 -1.641
1.066 -0.229 -0.512
1.308 -0.964 0.286
-0.553 0.423 0.029
-0.025 0.464 -0.283
0.401 0.008 0.423
-0.397 -0.715 -0.195
0.292 -0.338 -0.021
-0.235 0.126 0.531
0.339 0.237 -0.069
-0.381 0.451 -0.487
0.449 -0.316 0.046
-0.052 -0.290 -0.061
0.304 -0.314 0.110
0.069 0.274 0.362
-0.621 -0.770 -0.391
-0.658 0.768 -0.328
0.197 0.320 0.076
0.203 0.009 -0.054
-0.165 -0.050 0.893
-0.983 -0.579 -0.229
-0.408 0.175 0.651
0.681 0.140 -0.718
0.126 -0.350 -0.061
-0.147 -0.094 -0.147
-0.191 0.168 0.327
0.251 -0.081 -0.161
-0.929 -0.082 -0.125
0.985 0.112 0.020
-0.027 -0.187 0.052
-0.205 0.532 -0.752
-0.067 -0.330 0.627
0.120 0.061 -0.160
0.327 -0.559 0.597
-0.294 -0.156 0.244
0.179 0.415 -0.645
0.059 0.205 -0.013
0.025 -0.024 0.318
0.052 -0.086 -0.369
-0.365 0.339 0.158
0.047 -0.276 0.152
0.157 0.030 -0.209
0.332 0.745 -1.085
-0.240 -0.308 0.206
0.085 -0.221 0.322
1.214 0.268 -0.873
-0.692 -0.051 0.858
-0.388 0.274 0.290
-0.299 0.795 -0.526
0.174 0.001 -0.229
0.105 -0.498 0.325
-0.796 0.178 0.453
0.207 -0.290 -0.196
0.507 0.248 0.202
0.777 0.218 0.060
-0.573 -0.468 -0.240
-0.103 0.352 -0.043
-0.084 0.063 -0.313
0.149 0.186 0.061
0.077 -0.208 0.337
0.182 -0.157 0.206
0.005 -0.153 -0.338
-0.191 0.220 0.080
-0.080 0.400 0.336
0.454 -0.515 -0.061
-0.204 0.031 0.121
-0.159 -0.842 -0.297
0.371 0.293 0.197
-0.483 0.423 0.394
-0.413 -0.310 -0.092
0.071 0.244 0.442
0.005 -0.237 0.067
-0.350 -0.192 -0.103
0.068 0.207 0.314
0.330 -0.381 -0.058
-1.040 -0.713 0.366
0.214 -0.146 -0.039
1.204 1.227 -0.544

Summary:
- multiplicity = 2
- charge = -1
- orbital gap (spin up / spin down) (eV) = 5.7133 / 5.2287
- energy relative to the best compared isomer or geometry (same formula, charge and spin) (eV) = 0.000



Density functional theory data (the ωB97M-V functional and the def2-TZVPD basis) for one molecule with the formula C6H10Br2O4Si.

Atoms and positions in Å:
C: -1.791860 -1.617164 2.755214
C: -1.682145 -0.091019 2.771015
C: -2.033985 0.441824 1.409587
O: -3.107118 0.399064 0.887833
O: -0.970520 0.978617 0.787283
Si: -0.715968 1.579363 -0.703122
Br: 0.667688 3.210520 -0.261061
Br: -2.417673 2.324556 -1.831556
O: 0.200207 0.469133 -1.424925
C: 0.705826 -0.380129 -2.351568
O: 0.084581 -0.755478 -3.294277
C: 2.110855 -0.792505 -2.018974
C: 3.059963 0.401654 -1.927468
H: -2.790550 -1.913944 2.444134
H: -1.596554 -2.015658 3.746707
H: -1.070967 -2.050765 2.063771
H: -2.398474 0.316478 3.487143
H: -0.674722 0.224446 3.044714
H: 2.430266 -1.482821 -2.799575
H: 2.091144 -1.323547 -1.063369
H: 4.073375 0.039847 -1.797208
H: 3.018431 0.994159 -2.838249
H: 2.808200 1.043368 -1.086050

Forces on the atoms, in the same order (eV/Å):
0.000 0.083 0.001
-0.049 -0.128 0.061
-0.318 -0.008 0.207
-0.377 -0.196 0.072
0.325 0.009 0.180
0.483 0.199 -0.352
0.139 0.475 -0.065
0.073 -0.187 0.061
-0.155 -0.018 0.135
0.125 -0.296 -0.166
-0.285 0.111 -0.133
0.121 0.036 -0.030
-0.165 -0.102 0.052
-0.041 -0.060 0.005
0.005 -0.067 0.064
0.031 -0.046 -0.029
0.047 0.039 -0.055
-0.127 0.033 -0.008
-0.052 0.000 0.085
-0.017 -0.017 -0.048
0.191 0.025 0.027
0.050 0.075 -0.076
-0.003 0.042 0.012

Summary:
- charge = 0
- orbital gap (eV) = 11.1360
- SMILES = CCC(=O)O[Si](Br)(Br)OC(=O)CC
- energy relative to the best compared isomer or geometry (same formula, charge and spin) (eV) = 0.000



Density functional theory data (the ωB97M-V functional and the def2-TZVPD basis) for a 2-piece molecular cluster, C9H14O overall.

Atoms and positions in Å:
C: 2.278818 -3.239050 -0.702502
C: 2.157660 -1.942866 0.067377
C: 3.072990 -1.216094 0.875112
C: 2.858221 0.008884 1.431276
C: 1.617063 0.594591 1.347755
O: 1.460045 1.931330 1.683462
C: 0.528361 -0.146745 0.882976
C: 0.896234 -1.288522 0.128628
H: 1.635625 -3.381780 -1.520556
H: 2.170741 -4.110257 0.072944
H: 3.328076 -3.281182 -0.967808
H: 4.118569 -1.664191 0.785550
H: 3.636001 0.492452 1.926285
H: 1.570912 2.536806 0.885453
H: -0.419950 0.315936 0.806733
H: 0.108201 -1.858073 -0.432048
C: -4.181596 2.237870 -0.210933
C: -3.591000 1.809257 -1.587568
H: -5.121982 1.767389 0.120298
H: -3.492617 2.039228 0.601234
H: -4.352747 3.334883 -0.240747
H: -2.467588 1.579454 -1.585465
H: -3.813675 2.560077 -2.352320
H: -3.996362 0.920605 -2.015136

Forces on the atoms, in the same order (eV/Å):
2.061 -0.704 3.762
-2.551 2.963 1.469
2.519 -3.393 -2.500
-0.840 -0.404 -0.195
-0.967 0.405 -0.226
0.090 1.143 -0.727
2.600 -0.474 -1.692
-1.513 -1.902 -0.294
-0.848 0.098 -0.923
-0.099 1.373 -1.519
0.187 -0.391 -0.663
-1.114 0.890 0.838
1.210 0.926 0.581
-0.202 -1.547 1.473
-0.896 0.149 0.007
0.349 0.875 0.604
0.078 0.497 -0.339
1.105 0.123 0.170
0.244 0.037 -0.661
0.285 0.034 0.091
0.067 -0.657 0.217
-1.480 0.767 0.230
0.351 0.090 0.205
-0.636 -0.895 0.092

Summary:
- charge = 0
- orbital gap (eV) = 9.4554
- SMILES = Cc1ccc(O)cc1.CC
- energy relative to the best compared isomer or geometry (same formula, charge and spin) (eV) = 1.589



Density functional theory data (the ωB97M-V functional and the def2-TZVPD basis) for a 3-piece molecular cluster, C16H15N2O10PS2 overall.

Atoms and positions in Å:
C: -6.779862 1.790099 5.460651
C: -5.749367 1.248239 4.636522
C: -4.376937 0.507733 4.043079
O: -3.431015 1.630318 3.731095
S: -1.907679 0.846086 3.983105
O: -1.863072 -0.247246 2.853378
O: -0.651264 1.722529 4.217151
O: -2.376924 0.190675 5.524119
C: -3.641246 -0.500808 5.104677
P: -4.500657 -0.988689 6.737376
O: -6.130158 -1.578413 6.572455
O: -4.441753 0.282680 7.971858
S: -3.452274 -2.509912 7.463199
H: -7.722277 1.915537 6.182198
H: -4.535964 -0.085318 3.031949
H: -3.297720 -1.545886 4.645052
H: -6.661932 -1.069986 5.892737
H: -5.067761 1.034650 7.724255
O: 1.448262 -2.635586 -0.452444
N: 1.896718 -1.748494 -1.193833
O: 2.425502 -1.955860 -2.295389
C: 1.799023 -0.358339 -0.732963
C: 1.242253 -0.081004 0.523167
C: 1.174148 1.241211 0.966454
C: 1.653430 2.274923 0.160310
C: 2.197824 1.996807 -1.094635
C: 2.273899 0.678191 -1.547554
H: 0.864489 -0.875286 1.163297
H: 0.749887 1.466072 1.942669
H: 1.603324 3.303785 0.512640
H: 2.566542 2.808175 -1.718313
H: 2.703882 0.477646 -2.526657
O: 4.171809 2.417705 -6.135521
N: 3.854083 1.464744 -5.408460
O: 3.618598 1.556181 -4.195108
C: 3.754992 0.136940 -6.026193
C: 4.049252 -0.018891 -7.387772
C: 3.976767 -1.288457 -7.964260
C: 3.609575 -2.389143 -7.188502
C: 3.306887 -2.229340 -5.835193
C: 3.378629 -0.965073 -5.246847
H: 4.337027 0.828775 -8.005836
H: 4.209737 -1.420776 -9.018666
H: 3.559917 -3.378000 -7.641158
H: 3.018643 -3.091563 -5.237921
H: 3.142766 -0.857630 -4.190168

Forces on the atoms, in the same order (eV/Å):
6.969 -4.913 -5.249
-6.140 2.664 6.206
-1.263 0.857 -0.512
1.536 -2.447 1.178
3.137 -0.823 -1.703
-0.212 4.260 4.868
-5.787 -3.216 -0.937
-0.977 0.226 -3.628
0.446 -0.144 -0.147
-0.201 -1.802 3.720
2.163 2.601 -1.320
-1.658 -0.909 -3.733
-0.980 1.707 -0.904
2.546 -0.100 -2.228
-0.185 1.395 2.238
-1.158 2.341 0.771
0.735 -0.497 1.002
1.063 -1.200 0.349
0.729 1.302 -1.250
-0.071 -1.186 -0.084
-0.711 0.122 1.415
-0.057 1.001 0.363
0.025 -0.025 -0.030
0.127 -0.107 -0.317
0.016 -0.170 -0.083
-0.127 -0.269 0.211
-0.028 -0.159 0.040
0.137 0.077 -0.291
0.076 -0.121 -0.193
0.004 -0.212 -0.071
-0.048 -0.252 0.051
-0.165 -0.041 0.397
-0.509 -1.427 1.215
0.159 1.216 0.234
0.357 0.037 -1.683
-0.049 -0.959 -0.440
0.005 -0.006 0.031
-0.079 0.099 0.389
-0.002 0.136 0.093
0.103 0.289 -0.225
0.043 0.140 -0.028
-0.083 -0.093 0.334
-0.045 0.092 0.228
0.003 0.208 0.094
0.051 0.252 -0.045
0.107 0.057 -0.327

Summary:
- charge = 0
- orbital gap (eV) = 8.1219
- SMILES = C#C[C@H]1OS(=O)(=O)O[C@H]1P(O)(O)=S.O=[N+]([O-])c1ccccc1.O=[N+]([O-])c1ccccc1



- Which of these has the lowest charge?
  C18H74N2O21



- Number 2 is which compound?
  C6H10Br2O4Si